1.
Density functional theory data (the ωB97M-V functional and the def2-TZVPD basis) for a single C25H29BrN2O3 molecule.

Properties
SMILES ... CCOc1cc(CNc2cccc3ccccc23)cc(Br)c1OCC(=O)NC(C)(C)C
Energy relative to the best compared isomer or geometry (same formula, charge and spin) ... 14.4 kJ/mol
Spin multiplicity ... 1
HOMO-LUMO gap ... 8.24 eV
Total charge ... 0

Last column: natural (NBO) charge in e.
Atoms and positions in Å:
C  -0.28852  -2.95749  -2.47285  -0.656
C  -0.97153  -3.76343  -1.37542  -0.059
H  -1.66864  -4.47996  -1.81716  0.198
H  -0.24410  -4.31884  -0.77030  0.167
O  -1.80025  -2.96172  -0.54976  -0.516
C  -1.25069  -2.03298  0.27244  0.341
C  0.07898  -2.03586  0.68075  -0.309
C  0.57345  -1.11138  1.58912  -0.010
C  -0.27323  -0.14090  2.10075  -0.266
C  -1.58536  -0.11526  1.67335  -0.091
C  -2.11094  -1.03509  0.77194  0.186
O  -3.43749  -0.89426  0.47666  -0.498
C  -3.87308  -1.13842  -0.84826  -0.157
H  -4.91233  -0.79682  -0.86983  0.209
H  -3.83797  -2.20086  -1.10204  0.222
C  -3.05251  -0.35383  -1.88166  0.660
O  -2.78131  -0.82149  -2.96937  -0.641
N  -2.67635  0.85246  -1.43218  -0.633
H  -3.03164  1.14998  -0.53478  0.414
C  -1.80387  1.79739  -2.13000  0.120
C  -0.47893  1.10352  -2.45610  -0.614
H  -0.65179  0.28234  -3.14519  0.236
H  -0.02614  0.70842  -1.54891  0.207
H  0.21246  1.80541  -2.91364  0.209
C  -2.48993  2.26841  -3.41434  -0.619
H  -1.84531  2.95716  -3.95310  0.207
H  -2.70098  1.41329  -4.05037  0.236
H  -3.42587  2.77156  -3.18162  0.206
C  -1.56891  2.97233  -1.18289  -0.614
H  -1.08422  2.63626  -0.26830  0.215
H  -0.93211  3.71244  -1.65982  0.218
H  -2.51073  3.44948  -0.92000  0.211
Br  -2.75355  1.25255  2.28441  0.062
H  0.08428  0.59828  2.80045  0.230
C  2.01647  -1.17404  2.03825  -0.241
N  2.89688  -1.73062  1.02625  -0.617
C  3.99428  -1.02330  0.54655  0.187
C  5.22006  -1.65281  0.47012  -0.267
C  6.35772  -0.98352  0.01344  -0.190
C  6.28517  0.33186  -0.34971  -0.224
C  5.04608  1.00327  -0.33792  -0.057
C  4.94280  2.34635  -0.75822  -0.177
C  3.73351  2.97825  -0.81538  -0.215
C  2.56553  2.27880  -0.48344  -0.210
C  2.63349  0.98226  -0.05298  -0.215
C  3.87061  0.31671  0.07336  -0.030
H  1.72256  0.44684  0.16073  0.217
H  1.60769  2.76875  -0.57559  0.212
H  3.66662  4.00731  -1.13719  0.213
H  5.84692  2.86363  -1.04666  0.209
H  7.16680  0.86856  -0.66709  0.210
H  7.29968  -1.51123  -0.01913  0.214
H  5.30642  -2.68326  0.78926  0.201
H  3.13272  -2.69739  1.20611  0.379
H  2.05995  -1.79069  2.94714  0.208
H  2.35623  -0.17120  2.31224  0.218
H  0.75845  -2.77544  0.29146  0.229
H  0.44833  -2.27253  -2.05886  0.212
H  0.20805  -3.63157  -3.16476  0.216
H  -1.03645  -2.38017  -3.01216  0.249

2.
Density functional theory data (the ωB97M-V functional and the def2-TZVPD basis) for a molecular structure, C25H29Cl3CrGeN3O2PS.

Properties
Expectation value of S² ... 0.8828
Spin multiplicity ... 2
HOMO-LUMO gap (alpha / beta) ... 4.56 / 5.51 eV
Total charge ... +3

Last column: Mulliken spin population.
Atoms and positions in Å:
Cr  -14.69670  -8.56777  -10.54861  1.205
C  -17.69508  -9.24791  -10.16350  0.011
C  -17.70599  -8.00980  -11.04787  -0.004
N  -16.38292  -7.67605  -11.64463  -0.033
C  -16.15407  -6.20904  -11.60791  -0.005
C  -15.31551  -5.74667  -10.37490  -0.006
N  -15.00205  -6.76621  -9.33268  -0.014
C  -16.11260  -7.06801  -8.35676  0.013
C  -16.39231  -8.58324  -8.09464  -0.015
N  -16.43528  -9.40334  -9.40951  -0.042
H  -18.46046  -9.29401  -9.43470  0.001
H  -17.81028  -10.15987  -10.76556  -0.003
H  -18.40755  -8.17552  -11.85814  0.000
H  -17.97955  -7.19563  -10.39468  -0.001
H  -16.24703  -8.05188  -12.59060  0.002
H  -15.55755  -5.91492  -12.51806  -0.003
H  -17.03202  -5.60093  -11.76577  0.000
H  -14.35820  -5.37275  -10.78330  -0.002
H  -15.81251  -4.87737  -9.87125  0.001
H  -14.16988  -6.46466  -8.79547  0.003
H  -15.84375  -6.58036  -7.42204  -0.001
H  -16.94533  -6.46376  -8.65653  -0.003
H  -15.59443  -9.04266  -7.49418  0.004
H  -17.30140  -8.63897  -7.55880  -0.001
H  -16.21264  -10.37409  -9.24488  0.011
O  -16.13555  -11.75937  -5.37693  0.000
C  -15.02615  -12.01526  -4.98595  0.000
O  -13.85725  -11.58013  -5.76759  0.002
C  -14.60735  -12.48977  -3.66432  0.000
C  -15.45617  -12.86316  -2.58577  0.000
C  -14.90406  -13.11547  -1.35690  0.000
C  -13.51173  -12.86584  -1.16133  0.000
C  -12.70707  -12.54355  -2.19762  0.000
C  -13.26760  -12.32541  -3.46767  0.000
P  -12.46457  -11.68865  -4.89652  0.000
C  -11.34896  -12.78632  -5.70065  0.000
C  -10.14137  -13.21352  -5.09794  0.000
C  -9.38000  -14.16474  -5.70800  0.000
C  -9.89024  -14.89880  -6.79431  0.000
C  -10.99350  -14.42912  -7.45481  0.000
C  -11.71810  -13.37732  -6.91597  0.000
C  -11.71506  -10.09646  -4.45487  0.000
C  -11.32851  -9.76230  -3.13862  0.000
C  -10.75594  -8.56895  -2.91848  0.000
C  -10.49697  -7.65582  -3.95513  0.000
C  -10.78953  -7.98551  -5.28686  0.000
C  -11.39319  -9.21020  -5.51737  0.000
H  -16.53609  -12.77671  -2.65659  0.000
H  -15.35799  -13.60073  -0.55270  0.000
H  -13.12620  -13.08182  -0.14665  0.000
H  -11.67059  -12.44887  -1.94859  0.000
H  -9.72677  -12.63783  -4.27992  0.000
H  -8.32205  -14.35604  -5.39587  0.000
H  -9.44556  -15.94831  -7.02154  0.000
H  -11.25100  -14.89176  -8.39903  0.000
H  -12.67798  -13.07991  -7.28038  0.000
H  -11.42521  -10.59100  -2.37231  0.000
H  -10.37406  -8.28316  -1.95702  0.000
H  -10.05517  -6.64592  -3.79144  0.000
H  -10.52634  -7.27379  -6.10711  0.000
H  -11.72491  -9.44957  -6.53152  -0.001
Cl  -11.12559  -6.40998  -11.96817  -0.002
Ge  -11.52189  -8.47571  -11.24483  0.011
Cl  -11.35407  -8.56155  -9.00583  0.009
Cl  -9.84695  -9.56062  -11.98485  -0.007
S  -13.28411  -9.58666  -11.98310  -0.131

3.
Density functional theory data (the ωB97M-V functional and the def2-TZVPD basis) for a molecular structure, C25H29Cl5NO6SV.

Properties
Energy relative to the best compared isomer or geometry (same formula, charge and spin) ... 123.2 kJ/mol
Expectation value of S² ... 0.7897
Spin multiplicity ... 2
HOMO-LUMO gap (alpha / beta) ... 6.97 / 7.42 eV
Total charge ... -1

Last column: Mulliken spin population.
Atoms and positions in Å:
V  1.46930  0.31931  0.82723  1.151
C  -1.57951  0.50415  -0.49644  -0.035
C  -1.28567  -0.90450  -0.66425  -0.048
C  -0.71770  -1.35907  0.51932  -0.014
C  -0.54034  -0.17440  1.38165  0.011
C  -1.21716  0.94206  0.73986  -0.079
C  -1.73247  2.16881  1.46565  0.008
C  -2.83252  1.68255  2.42888  0.000
C  -0.65674  2.87330  2.29402  0.005
C  -2.37429  3.15057  0.48471  0.000
C  -0.55247  -2.76759  1.11624  0.023
C  -0.13791  -2.69055  2.59467  0.004
C  0.48518  -3.68958  0.45112  -0.001
C  -1.94018  -3.43508  1.09560  0.002
C  -1.72514  -1.54311  -1.98604  0.002
C  -1.08759  -2.88675  -2.34051  -0.002
C  -1.37466  -0.59712  -3.15198  -0.004
C  -3.25467  -1.71038  -1.94957  -0.004
H  -2.07028  1.11114  -1.24176  0.001
H  -0.54977  -0.26260  2.45787  0.010
H  -2.42540  1.00189  3.17895  0.000
H  -3.61786  1.15672  1.88185  0.000
H  -3.27961  2.53346  2.95078  0.000
H  -0.20873  2.18720  3.01475  0.002
H  -1.10450  3.70221  2.84927  0.000
H  0.14198  3.26291  1.66658  0.001
H  -3.26875  2.71733  0.03135  0.000
H  -1.68881  3.41763  -0.31702  0.000
H  -2.67125  4.06226  1.00859  0.000
H  0.80529  -2.15738  2.72316  0.000
H  0.00361  -3.70740  2.96847  0.000
H  -0.90289  -2.21494  3.21231  -0.001
H  1.48111  -3.48817  0.83888  0.001
H  0.52794  -3.59650  -0.62742  0.000
H  0.24651  -4.73022  0.69027  0.000
H  -2.67908  -2.78797  1.57414  -0.001
H  -1.90333  -4.38150  1.64255  0.000
H  -2.28419  -3.64281  0.08507  0.000
H  -0.00817  -2.78738  -2.46109  0.000
H  -1.49255  -3.21682  -3.30093  0.000
H  -1.29582  -3.66850  -1.61494  0.000
H  -0.31096  -0.35862  -3.15681  0.001
H  -1.94062  0.33322  -3.11582  0.000
H  -1.61806  -1.09041  -4.09671  -0.001
H  -3.56203  -2.41520  -1.17549  0.001
H  -3.61402  -2.07938  -2.91457  0.000
H  -3.74358  -0.75576  -1.74537  0.001
O  3.38003  -2.65912  -0.80362  -0.005
C  2.69434  -1.70393  -0.60038  0.008
O  2.38501  -1.24318  0.62042  -0.036
C  2.03823  -0.81733  -1.69084  -0.004
O  2.06151  -1.11625  -2.85975  0.007
O  1.50414  0.23394  -1.15134  -0.005
Cl  5.35043  4.48669  -3.62660  0.000
C  4.36832  3.78026  -2.39879  0.002
C  4.85384  2.73327  -1.62185  -0.001
Cl  6.44819  2.13889  -1.88823  0.000
C  4.06131  2.16757  -0.63185  -0.003
Cl  4.66737  0.87289  0.32904  0.001
C  2.75344  2.61798  -0.38664  0.008
O  2.00459  2.10972  0.56719  0.000
C  2.29152  3.68096  -1.17717  0.003
Cl  0.70417  4.27079  -0.88292  0.000
C  3.08023  4.25276  -2.16643  -0.001
Cl  2.46247  5.55305  -3.11373  0.000
O  2.98447  -0.39798  4.81791  0.044
S  2.15721  0.59119  4.13814  0.055
N  1.83752  0.42077  2.71042  -0.107

4.
Density functional theory data (the ωB97M-V functional and the def2-TZVPD basis) for a molecular structure, C25H29KN6O7SSi2.

Properties
Energy relative to the best compared isomer or geometry (same formula, charge and spin) ... 45.8 kJ/mol
Spin multiplicity ... 1
HOMO-LUMO gap (alpha / beta) ... 5.19 / 3.49 eV
Total charge ... -2

Last column: Mulliken charge in e.
Atoms and positions in Å:
K  0.36113  -0.91693  -0.90405  0.762
C  0.55620  -1.87190  3.80629  -1.081
Si  -0.82479  -1.65059  2.54769  -0.130
C  -0.75249  -3.13526  1.40227  -0.563
C  -2.49586  -1.70307  3.43264  -1.046
N  -0.68020  -0.21874  1.61830  0.691
C  -0.61714  1.04161  1.97576  0.386
C  -0.68686  1.49439  3.33867  -0.431
C  -0.54868  2.80317  3.70674  -0.811
C  -0.32429  3.79407  2.72413  -0.788
C  -0.26665  3.44465  1.40263  -0.618
C  -0.43127  2.09672  0.93581  0.497
N  -0.43493  1.76377  -0.33853  0.174
Si  -0.30879  2.73672  -1.74489  -0.059
C  -0.55700  1.60402  -3.21124  -0.912
C  1.34197  3.62214  -1.91488  -1.132
C  -1.69889  4.02699  -1.79436  -1.109
H  0.42774  -2.81504  4.34633  0.340
H  0.59722  -1.06240  4.53816  0.316
H  1.51816  -1.92023  3.29019  0.294
H  -0.87576  -4.04995  1.99052  0.379
H  0.21238  -3.21537  0.89039  0.273
H  -1.54951  -3.08311  0.66016  -0.213
H  -2.63510  -2.64803  3.96718  0.342
H  -3.30322  -1.60707  2.70051  0.269
H  -2.59677  -0.88643  4.15116  0.317
H  -0.84079  0.74023  4.10245  0.161
H  -0.59734  3.07831  4.75444  0.364
H  -0.19224  4.82958  3.01761  0.360
H  -0.08398  4.20929  0.65670  0.170
H  0.25375  0.88056  -3.34795  0.302
H  -0.65122  2.16222  -4.14745  0.342
H  -1.48773  1.04531  -3.06270  0.176
H  2.16034  2.90022  -1.96225  0.323
H  1.53298  4.29688  -1.07707  0.301
H  1.36636  4.20782  -2.83874  0.340
H  -2.63994  3.54584  -2.07640  0.272
H  -1.49250  4.80414  -2.53746  0.391
H  -1.84504  4.51203  -0.82710  0.348
O  8.31805  -1.56263  -1.42456  -0.704
N  7.38230  -1.21984  -2.14609  1.067
O  7.55515  -0.57506  -3.17364  -0.689
C  6.03737  -1.58507  -1.77705  -0.356
C  4.96878  -1.21075  -2.60167  -0.532
C  3.65019  -1.55698  -2.28592  -0.191
C  3.35602  -2.30939  -1.03764  0.609
O  2.21284  -2.59811  -0.65799  -0.771
C  4.54986  -2.66892  -0.27011  -0.572
C  5.84796  -2.30566  -0.62725  -0.203
N  4.43140  -3.40952  0.95472  0.998
O  5.46223  -3.60169  1.61986  -0.733
O  3.34957  -3.84445  1.32548  -0.627
N  2.69238  -1.16217  -3.22481  1.070
O  3.09293  -0.52786  -4.25139  -0.806
O  1.44340  -1.44559  -3.11407  -0.790
H  5.14216  -0.65939  -3.50819  0.622
H  6.67520  -2.59106  -0.00228  0.605
S  -5.32919  -2.69305  -1.18501  -0.320
C  -3.58489  -2.74315  -1.21771  -0.229
N  -2.97957  -1.64660  -0.95377  0.082
C  -3.88996  -0.63553  -0.68549  -1.566
C  -3.53708  0.66430  -0.32461  0.512
C  -4.54874  1.56840  -0.07757  -0.690
C  -5.89558  1.19375  -0.17825  -0.535
C  -6.25722  -0.09493  -0.52188  -0.446
C  -5.23778  -1.01088  -0.77188  0.752
H  -3.07057  -3.66572  -1.45245  0.445
H  -2.48229  0.91786  -0.24346  0.756
H  -4.29557  2.58210  0.20664  0.496
H  -6.66996  1.92359  0.02397  0.369
H  -7.29868  -0.38260  -0.58756  0.378

no.,maximum force (eV/Å),DFT total energy (Ha)
1,0.67,-3879.31803
2,3.59,-6525.41999
3,0.15,-5119.56740
4,0.49,-3402.33257